The following is a DFT calculation (wB97M-V/def2-TZVPD) of a 2-piece molecular cluster, C4H6N2O overall in a non-equilibrium geometry.

The gap between HOMO and LUMO comes out at 10.65 eV. For the energy relative to the best compared isomer or geometry (same formula, charge and spin), the calculation gives 3.124 eV. As for the total energy: -340.68010 hartree. Its net charge is 0.

XYZ file:
```
13
C4H6N2O, DFT wB97M-V/def2-TZVPD
H 1.366 -0.013 -1.744
C -0.809 -0.213 -0.220
C -2.007 0.198 0.475
H 2.386 -0.804 -0.713
N 1.510 -0.302 -0.783
H -1.932 0.394 1.547
C 0.955 1.627 1.274
H 0.197 -2.044 -0.762
H 0.593 -1.297 0.789
O 1.431 2.507 0.736
N -1.078 0.996 -0.422
H -3.011 0.028 0.093
C 0.397 -1.077 -0.270
```

***

The following is a DFT calculation (wB97M-V/def2-TZVPD) of C23H27IrN5OSi as an isolated structure in a non-equilibrium geometry.

The gap between HOMO and LUMO (spin up / spin down) comes out at 5.84 / 5.56 eV. For the energy relative to the best compared isomer or geometry (same formula, charge and spin), the calculation gives 0.073 eV. As for the expectation value of S²: 0.761. As for the total energy: -1634.97503 hartree. Its net charge is +2. Its spin multiplicity is 2.

XYZ file:
```
58
C23H27IrN5OSi, DFT wB97M-V/def2-TZVPD
H -0.738 -2.319 -6.009
H -0.112 1.246 -4.983
H 2.714 -3.980 0.715
C -1.912 -3.334 -1.275
H -0.666 4.778 1.376
H 2.439 0.573 2.899
C -0.679 0.109 -1.829
C -0.566 2.831 0.509
O 1.367 -1.451 1.772
H -3.858 3.764 -1.279
H 0.698 -1.309 -6.186
N -1.175 -2.208 -1.139
H -2.199 6.524 0.586
C -1.179 1.906 -0.347
C -0.492 -0.815 -4.490
C -2.044 -3.909 -0.035
C -0.333 0.544 -4.189
C 1.080 -3.681 3.581
C -0.355 -1.308 -5.894
C -0.423 0.992 -2.897
H 3.937 -2.252 4.457
H 0.351 -3.117 4.166
H 3.948 -0.865 3.388
C -2.372 2.270 -0.987
H -2.871 1.545 -1.616
H -3.656 5.702 1.139
C 3.290 -1.573 3.895
H 3.912 -4.254 1.976
C -2.928 3.512 -0.787
H -3.491 6.129 -0.559
H 4.024 -2.815 0.965
H -0.839 -2.753 -3.656
C 2.030 1.433 2.402
C -0.738 -1.697 -3.440
C -2.944 5.778 0.314
H 1.630 -4.317 4.279
C 2.485 2.749 2.377
C 1.598 3.420 1.572
H -0.881 -0.651 -6.587
C -2.319 4.442 0.059
N 0.928 1.311 1.662
H 0.556 -4.348 2.894
C -0.834 -1.262 -2.132
H 1.560 4.454 1.276
H -1.232 -3.126 1.903
Si 2.284 -2.579 2.702
N -0.841 -2.040 0.161
H -2.574 -4.812 0.210
N -0.683 0.599 -0.523
Ir 0.146 -0.425 0.869
H 3.348 3.155 2.875
H -2.314 -3.628 -2.229
N 0.672 2.537 1.136
H 2.676 -1.044 4.627
H -0.249 2.037 -2.680
C 3.326 -3.483 1.470
C -1.364 -3.060 0.837
C -1.136 4.077 0.699
```